Entry 1:
# C21H23N3O3

One molecule with the formula C21H23N3O3 (wB97M-V/def2-TZVPD, the OMol25 dataset).

Orbital gap, eV: 9.81
Energy relative to the best compared isomer or geometry (same formula, charge and spin), kcal/mol: 12.8
SMILES: CC[C@@]1(c2ccccc2)NC(=O)N(CC(=O)N(C)Cc2ccccc2)C1=O

Positions of all 50 atoms, in Å:
1 C 4.195 -1.982 -1.250
2 C 3.046 -2.601 -0.465
3 H 3.392 -2.943 0.510
4 H 2.659 -3.471 -1.000
5 C 1.882 -1.625 -0.251
6 N 1.130 -1.432 -1.470
7 C -0.198 -1.600 -1.300
8 O -1.080 -1.412 -2.102
9 N -0.376 -2.107 -0.011
10 C 0.806 -2.219 0.669
11 O 0.960 -2.694 1.761
12 C -1.679 -2.202 0.607
13 H -1.537 -2.701 1.569
14 H -2.348 -2.774 -0.032
15 C -2.130 -0.755 0.866
16 O -1.492 -0.060 1.634
17 N -3.199 -0.285 0.194
18 C -3.950 -1.037 -0.788
19 H -4.482 -1.869 -0.320
20 H -4.685 -0.380 -1.247
21 H -3.294 -1.416 -1.574
22 C -3.502 1.122 0.407
23 C -2.475 2.038 -0.218
24 C -1.882 1.725 -1.434
25 C -0.947 2.577 -1.995
26 C -0.601 3.755 -1.355
27 C -1.191 4.073 -0.144
28 C -2.119 3.217 0.422
29 H -2.567 3.464 1.373
30 H -0.922 4.986 0.366
31 H 0.128 4.419 -1.797
32 H -0.489 2.319 -2.940
33 H -2.130 0.805 -1.941
34 H -4.492 1.332 -0.004
35 H -3.524 1.306 1.486
36 H 1.509 -0.963 -2.275
37 C 2.267 -0.313 0.416
38 C 1.673 0.881 0.026
39 C 1.982 2.062 0.676
40 C 2.880 2.065 1.728
41 C 3.457 0.875 2.136
42 C 3.149 -0.309 1.491
43 H 3.582 -1.232 1.841
44 H 4.145 0.864 2.969
45 H 3.117 2.987 2.237
46 H 1.503 2.977 0.361
47 H 0.952 0.904 -0.777
48 H 4.573 -1.097 -0.745
49 H 5.006 -2.699 -1.346
50 H 3.873 -1.699 -2.250

Here are the Mulliken charges for atoms 1 to 4, given in e: -1.246 -0.883 0.349 0.454



Entry 2:
# C21H23N5O5S

One molecule with the formula C21H23N5O5S at a distorted geometry (wB97M-V/def2-TZVPD, the OMol25 dataset).

Orbital gap, eV: 8.33
Energy relative to the best compared isomer or geometry (same formula, charge and spin), kcal/mol: 84.0
SMILES: Cc1cc(S(=O)(=O)N(Cc2ccc3c(c2)OCO3)C[C@H]2CCCO2)ccc1-n1cnnn1

Positions of all 55 atoms, in Å:
1 C 3.195 1.527 2.686
2 C 2.566 0.793 1.544
3 C 1.604 1.425 0.764
4 C 0.965 0.765 -0.263
5 C 1.263 -0.552 -0.558
6 C 2.219 -1.204 0.197
7 C 2.871 -0.534 1.229
8 N 3.821 -1.264 1.960
9 C 5.037 -0.927 2.462
10 N 5.552 -1.979 3.039
11 N 4.662 -2.952 2.900
12 N 3.644 -2.561 2.263
13 H 5.505 0.027 2.365
14 H 2.469 -2.237 0.007
15 H 0.759 -1.058 -1.364
16 S -0.260 1.672 -1.223
17 O 0.215 1.719 -2.577
18 O -0.520 2.905 -0.542
19 N -1.649 0.787 -1.219
20 C -1.880 -0.202 -2.237
21 H -1.012 -0.177 -2.898
22 H -1.980 -1.207 -1.814
23 C -3.129 0.123 -3.083
24 C -3.011 1.509 -3.747
25 H -3.749 2.207 -3.358
26 C -3.215 1.216 -5.236
27 H -2.615 1.855 -5.878
28 C -2.799 -0.251 -5.322
29 H -3.257 -0.797 -6.147
30 O -3.266 -0.834 -4.120
31 H -1.706 -0.338 -5.391
32 H -4.266 1.318 -5.508
33 H -2.018 1.916 -3.561
34 H -4.025 0.039 -2.457
35 C -2.441 0.814 -0.003
36 C -1.665 0.253 1.160
37 C -1.169 1.096 2.141
38 C -0.348 0.631 3.167
39 C -0.034 -0.705 3.161
40 C -0.554 -1.569 2.193
41 C -1.374 -1.116 1.191
42 H -1.770 -1.796 0.457
43 O -0.099 -2.834 2.419
44 C 0.717 -2.757 3.572
45 O 0.780 -1.408 4.004
46 H 0.283 -3.377 4.373
47 H 1.729 -3.115 3.329
48 H 0.035 1.290 3.928
49 H -1.409 2.146 2.097
50 H -3.353 0.242 -0.180
51 H -2.701 1.856 0.194
52 H 1.326 2.448 0.958
53 H 2.546 2.341 2.998
54 H 4.150 1.962 2.390
55 H 3.362 0.868 3.537

Here are the Mulliken charges for atoms 1 to 4, given in e: -2.386 1.130 -0.471 -0.180



Entry 3:
# C21H23N5OS

One molecule with the formula C21H23N5OS at a distorted geometry (wB97M-V/def2-TZVPD, the OMol25 dataset).

Orbital gap, eV: 8.67
Energy relative to the best compared isomer or geometry (same formula, charge and spin), kcal/mol: 6.3
SMILES: CCCn1c(SCC(=O)N2CCCc3ccccc32)nnc1-c1ccccn1

Positions of all 51 atoms, in Å:
1 C -3.075 -3.573 -0.039
2 C -3.032 -2.200 0.616
3 C -2.476 -1.153 -0.350
4 N -2.406 0.141 0.272
5 C -1.358 0.646 0.975
6 N -1.637 1.837 1.446
7 N -2.874 2.134 1.060
8 C -3.354 1.129 0.363
9 C -4.683 1.111 -0.209
10 N -5.100 0.000 -0.816
11 C -6.315 -0.013 -1.332
12 C -7.184 1.065 -1.275
13 C -6.752 2.223 -0.642
14 C -5.482 2.253 -0.099
15 H -5.086 3.119 0.404
16 H -7.397 3.086 -0.575
17 H -8.169 1.000 -1.712
18 H -6.601 -0.940 -1.813
19 S 0.126 -0.222 1.203
20 C 1.177 1.134 1.837
21 H 0.521 2.003 1.897
22 C 2.313 1.447 0.872
23 O 2.263 2.452 0.195
24 N 3.355 0.572 0.840
25 C 4.467 0.804 -0.008
26 C 4.987 2.087 -0.151
27 C 6.080 2.315 -0.964
28 C 6.676 1.262 -1.636
29 C 6.175 -0.016 -1.478
30 C 5.074 -0.267 -0.669
31 C 4.599 -1.688 -0.512
32 C 3.287 -1.772 0.259
33 C 3.330 -0.764 1.404
34 H 2.471 -0.898 2.057
35 H 4.243 -0.907 1.993
36 H 3.131 -2.779 0.647
37 H 2.445 -1.524 -0.389
38 H 4.492 -2.147 -1.497
39 H 5.373 -2.248 0.023
40 H 6.641 -0.846 -1.991
41 H 7.529 1.433 -2.275
42 H 6.467 3.317 -1.068
43 H 4.527 2.907 0.373
44 H 1.532 0.858 2.830
45 H -3.129 -1.073 -1.221
46 H -1.463 -1.430 -0.662
47 H -4.039 -1.898 0.911
48 H -2.405 -2.233 1.510
49 H -3.707 -3.549 -0.924
50 H -2.077 -3.887 -0.334
51 H -3.478 -4.308 0.652

Here are the Mulliken charges for atoms 1 to 4, given in e: -1.327 0.070 -1.185 0.339



Entry 4:
# C21H23NO8PS2

A 2-piece molecular cluster, C21H23NO8PS2 overall at a distorted geometry (wB97M-V/def2-TZVPD, the OMol25 dataset).

Orbital gap, eV: 4.78
Charge: -1

Positions of all 56 atoms, in Å:
1 C -3.348 2.093 3.845
2 C -2.613 0.784 3.670
3 O -1.173 0.856 3.779
4 P -0.265 0.356 2.518
5 C 0.849 -0.934 2.972
6 C 0.647 -1.825 3.998
7 N 0.530 -2.620 4.875
8 O -1.063 0.087 1.295
9 O 0.906 1.453 2.373
10 C 0.829 2.899 2.410
11 C 2.193 3.438 1.981
12 H -4.418 1.873 3.899
13 H -3.061 2.674 4.726
14 H -3.214 2.729 2.966
15 H -2.985 0.001 4.347
16 H -2.783 0.453 2.640
17 H 1.725 -1.105 2.317
18 H 0.021 3.203 1.726
19 H 0.549 3.232 3.423
20 H 2.190 4.534 1.978
21 H 3.012 3.098 2.634
22 H 2.431 3.094 0.965
23 C 3.035 -6.120 -1.452
24 O 3.580 -4.870 -1.910
25 C 3.471 -3.783 -1.095
26 C 3.060 -3.836 0.258
27 C 3.147 -2.689 1.039
28 C 3.537 -1.455 0.494
29 C 3.743 -0.277 1.340
30 C 4.931 -0.138 2.001
31 S 5.632 1.429 2.482
32 O 5.907 2.218 1.303
33 O 4.843 1.961 3.578
34 C 7.166 0.779 3.173
35 C 7.292 -0.602 3.178
36 C 8.455 -1.206 3.654
37 C 9.491 -0.402 4.131
38 C 9.378 0.990 4.096
39 C 8.217 1.592 3.609
40 S 5.963 -1.549 2.389
41 O 5.296 -2.340 3.403
42 O 6.478 -2.161 1.188
43 C 3.824 -1.397 -0.893
44 C 3.848 -2.539 -1.664
45 H 3.140 -6.807 -2.298
46 H 3.600 -6.496 -0.582
47 H 1.969 -6.017 -1.182
48 H 2.770 -4.790 0.708
49 H 2.900 -2.780 2.098
50 H 3.072 0.583 1.327
51 H 8.526 -2.291 3.642
52 H 10.374 -0.872 4.555
53 H 10.183 1.612 4.483
54 H 8.114 2.674 3.553
55 H 4.113 -0.433 -1.316
56 H 4.193 -2.523 -2.696

Here are the Mulliken charges for atoms 1 to 4, given in e: -1.170 -0.214 -0.393 0.659



Entry 5:
# C21H24AuN3O4S2

C21H24AuN3O4S2 as an isolated structure (wB97M-V/def2-TZVPD, the OMol25 dataset).

Orbital gap, eV: 5.67
Energy relative to the best compared isomer or geometry (same formula, charge and spin), kcal/mol: 0.0

Positions of all 55 atoms, in Å:
1 Au -1.109 -0.087 0.321
2 C -3.142 -3.710 -0.485
3 O -2.157 -4.245 -1.363
4 C -0.864 -3.812 -1.406
5 C -0.082 -4.471 -2.342
6 C 1.272 -4.199 -2.482
7 C 1.860 -3.254 -1.664
8 C 1.099 -2.567 -0.720
9 C 1.768 -1.571 0.108
10 N 1.084 -0.779 0.823
11 N 1.675 0.170 1.637
12 C 0.722 0.692 2.362
13 O -0.568 0.515 2.227
14 C 1.106 1.660 3.431
15 C 2.448 1.941 3.680
16 C 2.795 2.876 4.641
17 C 1.808 3.532 5.367
18 C 0.471 3.248 5.127
19 C 0.120 2.318 4.160
20 C -0.293 -2.825 -0.561
21 O -1.034 -2.221 0.346
22 H -4.059 -4.230 -0.758
23 H -2.897 -3.907 0.557
24 H -3.279 -2.639 -0.613
25 H -0.565 -5.222 -2.955
26 H 1.858 -4.734 -3.217
27 H 2.918 -3.034 -1.751
28 H 2.861 -1.526 0.108
29 H 3.204 1.414 3.113
30 H 3.840 3.089 4.832
31 H 2.082 4.258 6.121
32 H -0.300 3.754 5.692
33 H -0.917 2.094 3.953
34 S -2.104 2.079 0.310
35 C -0.593 2.790 -0.062
36 N 0.227 2.346 -0.983
37 C 1.475 3.076 -1.167
38 C 1.701 3.837 0.135
39 S 0.031 4.161 0.791
40 H -0.031 1.504 -1.519
41 H 1.370 3.760 -2.013
42 H 2.284 2.377 -1.371
43 H 2.225 4.776 -0.020
44 H 2.229 3.232 0.873
45 C -3.154 0.016 -2.717
46 C -1.886 -0.789 -2.487
47 C -1.129 -1.073 -3.774
48 O -0.975 -0.104 -1.641
49 H -3.838 -0.532 -3.367
50 H -2.917 0.973 -3.188
51 H -3.662 0.220 -1.774
52 H -2.147 -1.747 -2.034
53 H -0.849 -0.138 -4.265
54 H -1.754 -1.649 -4.457
55 H -0.226 -1.645 -3.557

Here are the Mulliken charges for atoms 1 to 4, given in e: 0.976 -0.535 -0.480 0.435